Record 1
Here is a structure of composition C2H20Ni2O16 from the Open Molecules 2025 dataset. Energies are from the ωB97M-V functional and the def2-TZVPD basis.

```
40
Properties=species:S:1:pos:R:3
Ni -18.85 11.04 0.60
Ni -16.37 8.99 -0.81
C -19.10 10.59 -1.94
O -19.94 11.08 -1.21
O -19.32 10.38 -3.12
O -18.17 10.13 -1.33
C -16.96 10.00 2.26
O -16.71 9.79 1.03
O -16.43 9.39 3.18
O -17.89 10.79 2.34
O -17.07 10.96 -4.31
H -16.96 11.91 -4.32
H -17.85 10.82 -3.77
O -21.84 8.82 -1.01
H -21.26 9.39 -1.52
H -21.79 7.97 -1.44
O -20.13 9.41 1.03
H -19.81 8.64 1.51
H -20.72 9.05 0.38
O -17.42 12.61 0.08
H -17.14 13.43 0.49
H -16.81 12.49 -0.65
O -20.72 13.90 -1.95
H -20.70 13.01 -1.60
H -20.74 13.78 -2.90
O -18.02 13.62 -3.42
H -18.35 14.16 -4.13
H -18.80 13.27 -3.00
O -16.30 8.42 -2.81
H -16.98 8.77 -3.38
H -15.81 7.82 -3.38
O -20.22 12.44 1.45
H -20.25 13.30 1.88
H -21.13 12.26 1.21
O -20.58 7.82 -3.90
H -21.00 7.88 -4.76
H -20.12 8.65 -3.80
O -20.78 11.02 -5.40
H -20.17 10.80 -4.69
H -20.74 10.27 -6.00
```

2S+1: 5
⟨S²⟩: 6.016
Orbital gap (spin up / spin down) (eV): 8.919 / 5.579
LUMO (spin up / spin down) (eV): -0.24 / -3.16
HOMO (spin up / spin down) (eV): -9.2 / -8.7

Atomic partial charges in e from the Mulliken method, atoms 1 to 8: 1.010 0.564 0.232 -0.648 -0.248 0.012 0.761 -0.344

***

Record 2
Here is a structure of composition C2H23B5HfO2 from the Open Molecules 2025 dataset. Energies are from the ωB97M-V functional and the def2-TZVPD basis.

```
33
Properties=species:S:1:pos:R:3
Hf 0.73 -0.22 -0.11
B 1.48 -0.30 -3.97
H 2.15 -0.06 -3.16
H 1.47 0.39 -4.81
H 1.80 -1.24 -4.39
H 0.51 -0.38 -3.50
B -1.42 3.37 -2.48
H -2.45 3.59 -2.24
H -0.77 4.22 -2.28
H -1.08 2.53 -1.90
H -1.31 3.07 -3.51
B 2.58 -3.47 0.16
H 1.78 -3.40 0.89
H 2.08 -3.39 -0.79
H 3.16 -2.57 0.18
H 3.30 -4.27 0.21
B -2.42 -2.47 -1.03
H -2.40 -1.42 -1.28
H -1.85 -2.50 -0.12
H -3.44 -2.79 -0.94
H -1.93 -2.95 -1.86
B 3.29 1.92 1.16
H 3.62 1.41 0.27
H 2.39 2.47 0.91
H 3.12 1.14 1.88
H 4.11 2.51 1.53
C -3.07 0.86 4.99
C -2.13 0.55 3.84
O -1.15 -0.27 3.80
O -2.25 1.02 2.71
H -3.34 1.91 4.94
H -2.59 0.48 5.89
H -4.00 0.29 4.99
```

Charge: -2
2S+1: 1
ΔE to the lowest compared entry with this formula, charge and spin (kJ/mol): 2239.2
Orbital gap (eV): 3.365
LUMO (eV): -0.84
HOMO (eV): -4.2

Atomic partial charges in e from the Mulliken method, atoms 1 to 8: 1.184 0.361 -0.332 -0.163 -0.150 -0.263 0.179 -0.193

***

Record 3
Here is a structure of composition C2H24O11 from the Open Molecules 2025 dataset. Energies are from the ωB97M-V functional and the def2-TZVPD basis.

```
37
Properties=species:S:1:pos:R:3
O -1.35 -2.70 0.53
H -1.47 -2.39 -0.37
H -2.17 -2.49 0.98
O -1.70 -2.06 -1.28
H -1.16 -1.59 -1.92
H -2.55 -2.17 -1.70
O 1.44 -2.41 -1.34
H 0.71 -2.60 -0.76
H 1.40 -1.46 -1.47
O 1.91 2.28 2.23
H 1.89 3.08 2.76
H 2.62 2.43 1.61
O -1.04 -0.52 -2.61
H -1.66 0.21 -2.53
H -0.22 -0.17 -2.27
O -1.16 -1.30 2.84
H -1.17 -0.40 2.53
H -1.88 -1.72 2.35
O 0.32 1.30 -1.96
H 0.17 1.03 -1.05
H 1.00 0.70 -2.28
O -1.55 0.72 -0.18
H -1.42 0.35 0.70
H -1.98 1.56 -0.03
O 0.47 3.54 0.22
H 1.21 3.76 -0.35
H 0.45 2.58 0.21
C 1.57 0.54 0.47
C 0.62 -0.73 0.61
O 0.00 -0.95 -0.63
O 0.83 1.73 0.72
H 1.98 0.53 -0.54
H 2.45 0.60 1.12
H -0.09 -0.78 1.44
H 1.18 -1.64 0.82
H -0.93 -0.93 -0.39
H 1.25 2.08 1.51
```

2S+1: 1
ΔE to the lowest compared entry with this formula, charge and spin (kJ/mol): 1599.2
Orbital gap (eV): 8.755
LUMO (eV): -0.18
HOMO (eV): -8.9

Atomic partial charges in e from the Mulliken method, atoms 1 to 8: -0.893 0.539 0.186 -0.573 0.447 0.269 -0.802 0.419

***

Record 4
Here is a structure of composition C2H25Hg2O11 from the Open Molecules 2025 dataset. Energies are from the ωB97M-V functional and the def2-TZVPD basis.

```
40
Properties=species:S:1:pos:R:3
Hg 0.45 1.76 10.72
Hg 4.29 1.87 10.86
C 2.90 -0.61 13.37
C 2.46 -0.69 11.95
O 2.34 0.57 11.30
H 3.51 0.28 13.56
H 3.45 -1.53 13.60
H 2.09 -0.49 14.09
H 1.56 -1.29 11.76
H 3.26 -1.19 11.38
O 5.29 -0.91 15.74
H 5.04 -0.79 16.67
H 5.49 -1.85 15.67
O 5.93 0.11 13.22
H 5.15 -0.20 13.71
H 6.56 -0.62 13.25
O 0.55 2.57 12.85
H 0.21 3.03 13.64
H 1.24 1.97 13.18
O -1.18 0.40 11.44
H -2.12 0.64 11.58
H -1.10 -0.53 11.80
O 1.97 -3.34 8.27
H 2.61 -2.72 8.63
H 1.15 -2.85 8.20
O 0.59 -1.64 16.88
H 0.28 -1.91 16.01
H 0.77 -0.69 16.79
O -1.30 -2.11 12.59
H -1.13 -2.40 13.49
H -0.67 -2.63 12.05
O -0.17 -3.73 10.32
H -0.22 -2.96 9.74
H -0.60 -4.44 9.82
O 3.71 -3.78 10.80
H 3.17 -4.44 10.34
H 3.09 -3.15 11.16
O 0.45 0.92 15.55
H -0.50 1.09 15.64
H 0.88 1.76 15.77
```

Charge: +3
2S+1: 1
Orbital gap (eV): 2.071
LUMO (eV): -15.99
HOMO (eV): -18.1

Atomic partial charges in e from the Mulliken method, atoms 1 to 8: 1.680 1.249 -1.209 0.453 -0.871 0.397 0.417 0.349

***

Record 5
Here is a cluster of 11 separate species, C2H25O11 in total from the Open Molecules 2025 dataset. Energies are from the ωB97M-V functional and the def2-TZVPD basis.

```
38
Properties=species:S:1:pos:R:3
C -13.02 3.78 30.79
C -13.65 2.42 30.78
O -13.88 2.05 29.42
H -13.68 4.56 30.40
H -12.14 3.85 30.22
H -12.73 4.14 31.79
H -14.63 2.35 31.27
H -12.89 1.67 31.14
O -11.33 1.69 29.00
H -11.47 1.43 28.11
H -12.20 1.86 29.35
O -10.49 2.48 31.96
H -10.15 3.30 31.59
H -11.40 2.43 31.76
O -9.76 3.68 28.30
H -10.41 2.96 28.42
H -8.93 3.24 28.13
O -9.51 4.87 30.77
H -9.73 4.46 29.89
H -9.20 5.76 30.56
O -13.95 6.48 28.74
H -13.77 5.61 28.37
H -14.89 6.44 28.99
O -13.91 0.12 27.73
H -13.95 0.81 28.42
H -13.17 0.49 27.22
O -11.80 6.53 30.47
H -11.65 5.70 30.92
H -12.75 6.48 30.25
O -13.45 4.14 27.81
H -13.72 3.49 28.50
H -14.14 4.13 27.11
O -16.36 3.31 29.08
H -15.49 3.16 29.34
H -16.78 2.51 29.48
O -15.48 -0.05 30.13
H -15.01 0.79 29.99
H -14.79 -0.55 30.61
```

Charge: -1
2S+1: 1
ΔE to the lowest compared entry with this formula, charge and spin (kJ/mol): 0.0
Orbital gap (eV): 9.484
LUMO (eV): 3.04
HOMO (eV): -6.4

Atomic partial charges in e from the Mulliken method, atoms 1 to 8: -1.627 -0.536 -0.308 0.307 0.432 0.637 0.494 0.365

***

Record 6
Here is a cluster of 11 separate species, C2H25O11 in total from the Open Molecules 2025 dataset. Energies are from the ωB97M-V functional and the def2-TZVPD basis.

```
38
Properties=species:S:1:pos:R:3
C 1.12 -0.77 -0.65
C -0.06 -0.92 0.31
O -1.18 -0.46 -0.37
H 1.06 0.34 -1.06
H 0.92 -1.44 -1.42
H 2.07 -0.85 -0.19
H 0.05 -0.25 1.15
H -0.36 -1.93 0.48
O -1.85 -1.94 -2.60
H -1.29 -1.52 -1.94
H -1.20 -2.17 -3.25
O -1.02 1.83 -2.33
H -0.10 2.07 -2.43
H -0.98 1.13 -1.70
O 1.70 1.98 -3.16
H 1.41 2.23 -4.04
H 2.03 2.86 -2.93
O -2.09 -0.17 2.20
H -1.42 -0.15 2.88
H -1.70 -0.02 1.34
O 3.93 1.96 -1.63
H 3.33 1.68 -2.30
H 4.59 1.26 -1.48
O 0.25 -1.13 3.69
H 0.57 -1.00 4.56
H 1.05 -1.03 3.14
O -3.36 -1.96 -0.02
H -3.91 -1.35 0.45
H -2.51 -1.51 0.08
O -0.78 2.05 0.74
H 0.07 2.09 1.15
H -0.57 1.29 0.17
O -2.19 -3.22 3.06
H -2.81 -2.63 3.50
H -1.69 -2.59 2.59
O 2.17 2.40 0.68
H 2.43 1.96 1.45
H 2.36 1.85 -0.10
```

Charge: -1
2S+1: 1
ΔE to the lowest compared entry with this formula, charge and spin (kJ/mol): 194.9
Orbital gap (eV): 7.020
LUMO (eV): 2.26
HOMO (eV): -4.8

Atomic partial charges in e from the Mulliken method, atoms 1 to 8: -0.528 -0.126 -0.785 -0.437 0.431 0.393 0.563 0.103

***

Record 7
Here is a cluster of 11 separate species, C2H26N2O10 in total from the Open Molecules 2025 dataset. Energies are from the ωB97M-V functional and the def2-TZVPD basis.

```
40
Properties=species:S:1:pos:R:3
C 0.11 2.91 -2.67
N 1.55 2.86 -2.48
C 2.03 2.28 -1.47
N 1.40 1.51 -0.49
H -0.33 3.24 -1.73
H -0.27 1.96 -3.07
H -0.13 3.64 -3.44
H 3.10 2.40 -1.33
H 1.63 1.75 0.47
H 0.39 1.50 -0.51
O 0.05 -0.92 3.33
H -0.41 -1.75 3.06
H 0.58 -1.13 4.10
O -3.21 1.40 -0.02
H -2.70 1.12 0.76
H -4.11 1.12 0.15
O 1.72 -1.51 1.05
H 1.99 -2.43 1.13
H 1.66 -1.21 0.14
O -1.45 1.21 2.13
H -1.83 0.44 2.56
H -0.52 0.95 2.19
O 0.95 -3.65 -0.56
H 0.99 -3.92 -1.48
H 0.90 -2.70 -0.48
O -2.03 -1.75 -0.25
H -1.68 -0.91 -0.60
H -2.88 -1.78 -0.67
O 1.88 -1.19 -1.86
H 2.05 -0.31 -1.50
H 0.96 -1.22 -2.16
O 1.58 1.28 2.45
H 2.54 1.21 2.48
H 1.32 0.34 2.49
O -1.46 0.32 -2.08
H -1.23 1.19 -1.73
H -1.60 0.55 -3.01
O -1.15 -2.94 2.09
H -0.47 -3.23 1.47
H -1.89 -2.65 1.55
```

2S+1: 1
ΔE to the lowest compared entry with this formula, charge and spin (kJ/mol): 0.0
Orbital gap (eV): 9.951
LUMO (eV): 0.20
SMILES: C/N=C\N.O.O.O.O.O.O.O.O.O.O
HOMO (eV): -9.8

Atomic partial charges in e from the Mulliken method, atoms 1 to 8: -0.743 -0.495 0.215 -0.219 0.437 0.106 0.268 0.381

***

Record 8
Here is a structure of composition C2H29HgO13 from the Open Molecules 2025 dataset. Energies are from the ωB97M-V functional and the def2-TZVPD basis.

```
45
Properties=species:S:1:pos:R:3
Hg -1.31 3.80 -0.18
C -0.02 -0.31 -0.19
C -0.32 0.84 0.74
O -1.40 1.67 0.35
H 0.69 -0.95 0.33
H 0.34 0.08 -1.14
H -0.86 -1.00 -0.30
H 0.58 1.48 0.75
H -0.42 0.49 1.77
O 3.29 -0.52 -2.35
H 3.13 -1.42 -2.02
H 3.06 0.05 -1.61
O -1.57 0.93 -3.28
H -2.17 1.62 -3.57
H -1.65 0.91 -2.32
O 0.55 -2.83 2.82
H 0.26 -3.75 2.72
H 1.17 -2.69 2.09
O 1.18 -1.11 -4.25
H 1.89 -0.76 -3.68
H 0.55 -1.51 -3.64
O -3.09 -2.71 -1.54
H -2.27 -2.59 -1.06
H -3.43 -1.81 -1.67
O -3.48 0.10 -1.09
H -2.71 0.39 -0.59
H -4.24 0.48 -0.64
O -2.80 -0.55 2.36
H -2.94 -0.17 3.23
H -2.31 0.12 1.87
O 0.95 3.75 -0.89
H 1.29 4.44 -1.49
H 1.41 2.94 -1.17
O -0.26 -1.01 4.64
H -0.22 -1.68 3.93
H -1.03 -0.47 4.43
O 3.09 1.52 -0.18
H 2.43 1.20 0.45
H 3.93 1.22 0.20
O 0.70 3.01 3.25
H 1.67 2.96 3.30
H 0.48 2.73 2.36
O 2.24 -2.67 -0.92
H 2.10 -3.35 -0.25
H 1.56 -2.85 -1.58
```

Charge: +1
2S+1: 1
ΔE to the lowest compared entry with this formula, charge and spin (kJ/mol): 235.5
Orbital gap (eV): 4.207
LUMO (eV): -8.75
HOMO (eV): -13.0

Atomic partial charges in e from the Mulliken method, atoms 1 to 8: 1.201 -0.333 0.806 -0.761 0.294 0.312 -0.327 -0.697

***

no.,energy (Ha)
1,-4308.6842
2,-411.7177
3,-917.6823
4,-1224.3197
5,-918.8943
6,-918.8201
7,-953.6940
8,-1224.7121